# 1
Density functional theory data (wB97M-V/def2-TZVPD) for a cluster of 14 separate species, C53H133NO28 in total.

Element x y z (Å)
C -3.9295 0.0932 -2.1731
N -4.2593 -1.2151 -1.5559
O -3.4834 -2.1252 -1.7061
O -5.2446 -1.2508 -0.8551
H -4.0966 0.8716 -1.4314
H -4.5782 0.2445 -3.0317
H -2.8705 0.0977 -2.4105
C -0.6046 5.6725 3.1713
O -1.2904 4.4342 3.3968
C -2.0497 4.5339 4.5823
C -2.7794 3.2160 4.8115
O -1.8699 2.1698 5.0567
C -2.3414 0.8987 4.6577
H 0.0044 5.9521 4.0351
H -1.3932 6.4139 3.0262
H 0.0546 5.5517 2.3171
H -2.8123 5.3189 4.5619
H -1.3803 4.6877 5.4352
H -3.4512 2.9675 3.9826
H -3.4686 3.3339 5.6591
H -3.1204 0.5211 5.3297
H -1.4824 0.2337 4.7412
H -2.7038 0.9064 3.6263
C -0.0960 -1.2589 2.4538
O -1.0846 -0.4438 1.8818
C -1.4611 -0.9260 0.6050
C -0.6006 -0.5843 -0.5802
O -0.6782 0.7942 -0.9124
C -0.2543 1.1404 -2.2041
H 0.8753 -1.3502 1.9492
H -0.5627 -2.2509 2.5319
H 0.2309 -1.0000 3.4654
H -2.4481 -0.4763 0.4545
H -1.7259 -1.9845 0.6957
H -0.9474 -1.1488 -1.4526
H 0.4633 -0.7897 -0.4139
H -0.9561 0.8589 -2.9964
H 0.6937 0.6152 -2.3899
H -0.0562 2.2055 -2.3106
C -3.1242 6.6432 -8.9654
O -2.7035 5.4332 -8.4017
C -1.3062 5.2479 -8.4635
C -0.8896 4.1271 -7.5429
O -1.2330 4.4001 -6.1947
C -0.2532 3.9054 -5.2863
H -2.7658 6.8666 -9.9760
H -2.8164 7.5033 -8.3552
H -4.2128 6.6659 -8.9621
H -0.7455 6.1470 -8.1890
H -1.0840 4.9029 -9.4824
H 0.1870 4.0045 -7.7148
H -1.3285 3.1756 -7.8477
H -0.3548 2.8191 -5.1802
H -0.4922 4.3418 -4.3168
H 0.7522 4.1592 -5.6284
C -0.8510 0.6272 -7.1522
O -1.3157 0.5926 -5.8169
C -2.5413 -0.0695 -5.6314
C -3.7142 0.6595 -6.3192
O -4.8407 0.3775 -5.5202
C -6.0850 0.5958 -6.1573
H -1.6490 1.0762 -7.7484
H -0.7043 -0.3864 -7.5436
H 0.0853 1.1695 -7.2288
H -2.7507 -0.1591 -4.5709
H -2.5283 -1.0837 -6.0459
H -3.8245 0.2535 -7.3291
H -3.4655 1.7261 -6.3635
H -6.8594 0.1306 -5.5532
H -6.0886 0.2553 -7.1944
H -6.3267 1.6650 -6.1890
C 7.6457 -1.0244 -4.6371
O 6.2818 -1.2048 -4.8585
C 5.4594 -0.9227 -3.7452
C 4.0285 -0.8196 -4.1939
O 3.4643 -1.9818 -4.7554
C 2.3469 -1.6431 -5.5081
H 7.9574 -1.4293 -3.6629
H 7.9200 0.0400 -4.6289
H 8.2230 -1.5396 -5.4033
H 5.7125 0.0347 -3.2834
H 5.5485 -1.7439 -3.0263
H 3.9165 0.0213 -4.8956
H 3.3785 -0.4325 -3.3980
H 1.6540 -1.0012 -4.9389
H 1.8327 -2.5232 -5.8791
H 2.5452 -0.9524 -6.3438
C -3.8883 -2.2228 3.4119
O -2.9188 -3.2265 3.6449
C -3.1812 -4.3477 2.8074
C -1.9807 -5.2832 2.7861
O -1.8651 -6.1004 3.9308
C -1.4719 -5.3745 5.0603
H -3.7195 -1.3144 3.9937
H -4.8663 -2.5802 3.7531
H -3.9234 -1.8868 2.3714
H -3.4078 -4.0306 1.7852
H -4.0032 -4.9739 3.1719
H -1.0216 -4.7900 2.5924
H -2.1438 -5.9233 1.9157
H -0.5693 -4.7972 4.8149
H -1.2235 -6.0343 5.8911
H -2.2280 -4.6647 5.4083
C 1.6717 -6.3532 2.4549
O 1.4745 -5.1230 1.7843
C 1.5693 -5.1890 0.3841
C 1.0828 -3.9418 -0.3045
O 1.9790 -2.8543 -0.0538
C 3.1003 -2.8026 -0.8945
H 1.8125 -6.1549 3.5149
H 2.6399 -6.7420 2.1146
H 0.8665 -7.0641 2.2645
H 0.9510 -6.0217 0.0189
H 2.6076 -5.3821 0.0878
H 0.1558 -3.6272 0.1785
H 0.9608 -4.1032 -1.3781
H 3.7392 -3.6894 -0.7802
H 3.6905 -1.9214 -0.6455
H 2.7920 -2.7663 -1.9493
C -3.0737 2.2030 1.4631
O -3.6131 2.8639 0.3269
C -2.5473 3.4324 -0.4142
C -2.9373 4.0961 -1.6982
O -3.7071 3.2527 -2.5178
C -4.1948 3.8229 -3.7002
H -2.2344 1.5484 1.2103
H -3.8889 1.5980 1.8561
H -2.7025 2.9135 2.2077
H -1.8059 2.6646 -0.6726
H -2.0702 4.1751 0.2355
H -2.0483 4.4278 -2.2489
H -3.4789 5.0303 -1.4789
H -3.4849 4.3684 -4.3371
H -4.8957 4.6392 -3.4617
H -4.7044 3.0312 -4.2428
C 1.2789 1.2428 4.9119
O 2.1829 2.3291 4.9754
C 1.5420 3.5474 5.2641
C 2.5388 4.6826 5.0775
O 3.6150 4.7309 6.0140
C 4.8140 4.1414 5.5672
H 0.6038 1.3771 4.0598
H 0.7335 1.2440 5.8613
H 1.7321 0.2537 4.8536
H 1.0564 3.5817 6.2458
H 0.7481 3.6520 4.5112
H 2.0292 5.6175 5.3358
H 2.9009 4.7880 4.0518
H 5.2094 4.7006 4.7117
H 4.7296 3.0891 5.2828
H 5.6134 4.1210 6.3096
C 0.5020 2.7442 0.8008
O 1.8582 2.6420 0.3721
C 2.3173 1.3035 0.4818
C 3.6693 1.1891 -0.2310
O 3.6626 1.2957 -1.6571
C 3.4671 2.5881 -2.1780
H 0.2924 2.2523 1.7529
H -0.1623 2.2968 0.0512
H 0.2801 3.8105 0.7870
H 1.6748 0.5903 -0.0536
H 2.3460 0.9915 1.5296
H 4.0129 0.1696 -0.0578
H 4.3686 1.9650 0.0812
H 3.2647 2.5010 -3.2491
H 4.3305 3.2430 -2.0355
H 2.5480 3.0338 -1.7909
C -1.9169 -8.0606 -4.0056
O -1.2792 -6.8184 -3.8549
C -0.7790 -6.2539 -5.0447
C -0.1806 -4.8938 -4.7889
O -1.1718 -4.0547 -4.2251
C -0.7201 -2.7213 -4.2007
H -1.3064 -8.7236 -4.6330
H -2.8672 -7.9265 -4.5339
H -2.0646 -8.5069 -3.0280
H -1.5486 -6.2076 -5.8244
H 0.0122 -6.9470 -5.3661
H 0.2160 -4.5135 -5.7355
H 0.6832 -5.0487 -4.1305
H -1.5846 -2.1506 -3.8502
H -0.4556 -2.3123 -5.1824
H 0.1046 -2.5340 -3.5019
C 6.7085 1.7173 2.1133
O 5.3309 1.6602 2.4102
C 5.0171 0.8794 3.5380
C 4.8288 -0.5975 3.1602
O 3.8770 -1.1629 4.0180
C 3.5142 -2.5041 3.7546
H 7.2094 2.2832 2.9041
H 6.9158 2.3129 1.2211
H 7.1137 0.7279 1.8925
H 4.1311 1.2479 4.0459
H 5.8808 0.9004 4.2131
H 5.8038 -1.0940 3.2546
H 4.5361 -0.6653 2.1052
H 2.7635 -2.8000 4.4856
H 4.3834 -3.1446 3.9414
H 3.1259 -2.6258 2.7404
C -0.8001 -2.0685 6.4194
O -0.4670 -0.8592 7.0303
C -1.4637 -0.3982 7.9221
C -1.6919 -1.2675 9.1235
O -0.5450 -1.2046 9.9649
C -0.4921 -2.1980 10.9471
H -1.7332 -1.9860 5.8445
H -0.8710 -2.9522 7.0609
H -0.0793 -2.3380 5.6439
H -2.4362 -0.2963 7.4174
H -1.2793 0.6427 8.1841
H -1.9220 -2.3114 8.8893
H -2.5017 -0.8459 9.7340
H 0.4321 -2.0482 11.5010
H -0.4744 -3.2023 10.5025
H -1.3365 -2.2034 11.6483

Values from the calculation:
**Energy relative to the best compared isomer or geometry (same formula, charge and spin)**: 0.000 eV
**Multiplicity**: 1
**E_HOMO**: -9.1 eV

***

# 2
Density functional theory data (wB97M-V/def2-TZVPD) for an isolated molecule of C18H27N3O6S.

Element x y z (Å)
C 2.0785 0.2407 -7.6396
O 1.6381 -0.5071 -6.5140
C 1.0909 -1.6963 -6.7750
O 0.9911 -2.1655 -7.8764
C 0.5951 -2.3777 -5.5092
N 1.2205 -1.8833 -4.3089
C 2.5955 -2.2613 -4.1022
C 0.4899 -1.0922 -3.4821
O -0.7019 -0.9075 -3.6580
C 1.2080 -0.4567 -2.3372
C 2.2763 0.4041 -2.5505
C 2.8561 1.0458 -1.4682
C 2.3780 0.8357 -0.1917
C 1.2887 -0.0115 0.0285
O 0.9080 -0.1445 1.3252
C -0.2862 -0.8344 1.6530
C -0.2568 -1.0674 3.1667
C -0.3595 0.2602 3.9118
N -1.5691 0.9469 3.5081
S -1.9183 2.2363 4.5089
O -3.0144 2.9567 3.9358
O -0.7354 2.9643 4.8546
N -2.3997 1.3648 5.8616
C -2.3454 2.1348 7.0866
C -3.6650 0.7068 5.6267
C -1.5700 1.2711 2.0941
C -1.5334 -0.0198 1.2817
C 0.7033 -0.6526 -1.0571
H 1.2403 0.4471 -8.3072
H 2.4904 1.1669 -7.2474
H 2.8380 -0.3168 -8.1917
H 0.7321 -3.4582 -5.6173
H -0.4782 -2.1645 -5.4220
H 2.7019 -3.3341 -4.2819
H 2.8948 -2.0450 -3.0796
H 3.2605 -1.7290 -4.7874
H 2.6339 0.5829 -3.5527
H 3.6863 1.7184 -1.6228
H 2.8223 1.3269 0.6595
H -0.3047 -1.8084 1.1413
H -1.0965 -1.7070 3.4384
H 0.6743 -1.5643 3.4391
H -0.4277 0.1035 4.9883
H 0.5224 0.8775 3.6986
H -2.3691 1.4522 7.9364
H -3.1782 2.8426 7.1650
H -1.4082 2.6850 7.0819
H -3.5851 0.1785 4.6805
H -3.8538 -0.0013 6.4328
H -4.4896 1.4249 5.5651
H -2.4786 1.8398 1.8962
H -0.6999 1.8926 1.8384
H -2.4182 -0.6182 1.4993
H -1.5265 0.2262 0.2194
H -0.1456 -1.3079 -0.9433

Values from the calculation:
**Structure (SMILES)**: COC(=O)CN(C)C(=O)c1cccc(OC2CCN(S(=O)(=O)N(C)C)CC2)c1
**Energy relative to the best compared isomer or geometry (same formula, charge and spin)**: 1.395 eV
**Multiplicity**: 1
**E_HOMO**: -8.9 eV

***

# 3
Density functional theory data (wB97M-V/def2-TZVPD) for a cluster of 2 separate species, C9H14 in total.

Element x y z (Å)
C -2.0795 -3.0088 -1.1875
C -1.1738 -1.8076 -1.0790
C -0.6881 -1.4054 0.1675
C 0.1224 -0.2863 0.2645
C 0.3713 0.4918 -0.8539
C -0.0734 0.0766 -2.0980
C -0.8414 -1.0802 -2.2062
H -2.0090 -3.6755 -0.3205
H -1.8734 -3.6221 -2.0699
H -3.1136 -2.6692 -1.2551
H -0.8358 -2.0772 1.0083
H 0.6070 -0.0176 1.1964
H 0.9498 1.3947 -0.7536
H 0.1546 0.6614 -2.9790
H -1.1475 -1.4050 -3.1874
C 1.9444 2.8931 2.0076
C 1.8454 2.9741 3.5195
H 1.4108 2.0287 1.6129
H 1.5184 3.7405 1.4700
H 2.9960 2.8131 1.7116
H 2.4549 3.7859 3.9217
H 2.2081 2.0485 3.9736
H 0.8353 3.1042 3.8971

Values from the calculation:
**Structure (SMILES)**: Cc1ccccc1.CC
**Energy relative to the best compared isomer or geometry (same formula, charge and spin)**: 0.155 eV
**Multiplicity**: 1
**E_HOMO**: -9.1 eV

***

Computed values of calculated total energy (unit: hartree) for the preceding records, in sequence: -4259.91734; -1715.99999; -351.32451.